8
Properties=species:S:1:pos:R:3 method="wB97M-V/def2-TZVPD" lumo_energy_ev=1.23 e_tot_ha=-188.02328 relative_energy_kj_mol=249.53 molar_mass_g_mol=56.07 homo_lumo_gap_ev=13.52
C 0.96 1.41 -0.01
C -3.30 -0.83 0.30
N -0.17 1.34 0.10
N -2.62 -0.43 -0.53
H 2.01 1.48 -0.12
H 3.87 -0.71 -0.40
H -3.92 -1.21 1.07
H 3.17 -1.04 -0.41